ORCA calculation (ωB97M-V/def2-TZVPD) on a molecular structure, C32H33FN2O4PSSiTi.

XYZ file:
```
76
Properties=species:S:1:pos:R:3:lowdin_spin:R:1
Ti 0.18023 -0.09657 0.45673 0.93
S -3.96268 1.20001 2.36811 0.00
P 0.27362 1.14559 -1.97427 0.00
Si -0.25617 -3.08124 1.53984 0.00
F 1.62229 -1.85294 -2.03710 0.00
O 2.11030 0.06007 0.04035 0.03
O 0.60588 0.71852 2.35692 0.00
O 0.19881 2.13107 0.76048 0.00
O 3.41375 1.87464 0.13620 0.00
N -0.11764 -2.05016 0.12457 -0.01
N -2.01524 0.12697 1.07908 0.01
C -0.94250 -3.84508 -3.62171 0.00
C -0.51291 -0.60729 -6.17869 0.00
C -2.33775 4.27151 -1.58713 0.00
C -1.83979 -3.97542 -2.57197 0.00
C -1.97532 5.11126 -2.62848 0.00
C 0.22362 -3.12346 -3.42637 0.00
C 0.66140 1.91259 1.91449 0.00
C -1.26244 0.36958 -4.11734 0.00
C 2.05055 1.57264 -1.80470 0.00
C -2.35085 0.63263 2.22060 0.01
C -1.57168 -3.38761 -1.34633 0.00
C 0.20257 -4.84144 1.07719 0.00
C -4.26694 0.68127 0.74036 0.00
C 1.07543 -0.01787 -4.46666 0.00
C 0.46900 -2.54387 -2.19778 0.00
C -4.26655 -0.33712 -1.81861 0.00
C 0.05048 0.44156 -3.64799 0.00
C -1.64369 3.08831 -1.37358 0.00
C -5.43942 0.76025 -0.00763 0.00
C 0.96213 -2.48801 2.83392 0.00
C 1.30923 2.99406 2.71147 0.00
C -0.23362 3.58071 -3.25443 0.00
C -3.10339 0.11606 0.20904 0.00
C -3.10255 -0.40931 -1.08339 0.00
C -0.91905 4.76618 -3.46239 0.00
C -1.99620 -3.05264 2.29164 0.00
C -0.58833 2.73354 -2.20538 0.00
C -0.40403 -2.64497 -1.11028 0.00
C -1.54408 -0.15424 -5.36718 0.00
C 2.58960 1.18036 -0.42010 0.00
C 0.79466 -0.53316 -5.72606 0.00
C -5.42280 0.24991 -1.28855 0.00
H 2.10485 0.00342 -4.13785 0.00
H -0.72787 -1.01219 -7.15915 0.00
H 0.57497 3.30598 -3.92261 0.00
H -3.15912 4.53745 -0.93364 0.00
H 2.33726 3.06586 2.34786 0.00
H -1.91421 2.44721 -0.54636 0.00
H -6.33638 1.20395 0.40313 0.00
H -2.28748 -3.49064 -0.53957 0.00
H -2.75532 -4.53859 -2.70246 0.00
H 1.60775 -0.88003 -6.35127 0.00
H -0.60852 -5.39105 0.59873 0.00
H -2.04852 -2.36996 3.14368 0.00
H -2.07269 0.74914 -3.50498 0.00
H 0.81509 3.94636 2.53201 0.00
H 0.73654 -2.99085 3.77916 0.00
H -2.20997 -0.87262 -1.48203 0.00
H -6.31970 0.29543 -1.89196 0.00
H 1.97456 -2.76980 2.53577 0.00
H 1.32380 2.74224 3.76860 0.00
H -1.64198 0.72129 3.03169 0.00
H 0.97000 -1.41599 3.02938 0.00
H 0.95846 -2.99911 -4.20980 0.00
H -2.56920 -0.20221 -5.71262 0.00
H -2.75032 -2.73105 1.57009 0.00
H -2.51433 6.03570 -2.79223 0.00
H 0.48678 -5.38278 1.98378 0.00
H -1.14244 -4.29993 -4.58284 0.00
H 2.22990 2.62715 -2.00257 0.00
H 2.62871 0.98702 -2.52022 0.00
H 1.06030 -4.84987 0.40124 0.00
H -0.63334 5.41751 -4.27820 0.00
H -4.29062 -0.74616 -2.82062 0.00
H -2.28278 -4.04357 2.65297 0.00
```

The calculation puts the LUMO energy (spin up / spin down) at 0.01 / 0.01 eV. Its spin multiplicity is 2. For the relative energy (zero: lowest compared OMol25 entry of this formula, charge and spin), the calculation gives 0.286 eV. As for the expectation value of S²: 0.753.


ORCA calculation (ωB97M-V/def2-TZVPD) on a molecular structure, C32H33N3O2P2Se4Tl.

XYZ file:
```
77
Properties=species:S:1:pos:R:3:mulliken_charge:R:1
Tl 0.30344 2.68865 1.66855 0.69
Se 2.33687 4.38082 2.10237 -0.35
Se 0.70042 -2.92711 -3.35365 -0.39
Se -1.16826 4.34915 0.17869 -0.28
Se 2.76511 0.85884 1.49928 -0.42
P 1.85952 -0.76238 0.46453 0.71
P -0.94436 -2.37121 -2.15755 0.67
O -0.54795 8.21996 3.12647 -0.55
O 0.31326 7.25128 -0.96276 -0.62
N -1.28905 1.17013 -0.65618 -0.93
N -1.62644 0.09021 -1.33889 -0.27
N -0.13407 0.95784 -0.04332 0.48
C 3.01952 -1.44721 -0.74733 0.57
C -2.95033 -5.59217 -0.51150 -0.76
C 3.79763 -0.54439 -1.47341 -0.94
C 0.30143 -0.30309 -0.31831 -0.86
C -3.64696 -1.63160 -2.49161 -0.06
C -4.78893 -1.41231 -3.24583 -0.67
C -0.63216 1.63967 3.34773 -0.99
C -1.45338 -3.78157 -1.09974 0.20
C 4.86522 -2.37623 -2.61653 -0.48
C -0.67974 -0.87208 -1.15751 1.21
C -0.97110 5.93020 1.33677 -1.98
C -0.04765 -3.03734 3.25628 -0.96
C 3.18386 -2.81437 -0.95407 0.48
C 2.50916 -2.86841 2.17098 -0.02
C 4.11304 -3.27828 -1.87915 -0.76
C -3.56075 -1.90986 -5.25492 -0.58
C 0.20355 -2.15769 2.20761 -0.13
C 0.11572 8.08396 1.85055 -1.32
C 0.97065 -3.84200 3.74932 -0.56
C -2.44945 -1.99892 -3.11667 0.21
C 1.28278 5.99781 2.53158 -1.52
C 1.48096 -2.06846 1.66428 0.12
C 0.39399 6.62841 1.44310 2.68
C 2.24915 -3.76215 3.20270 -0.80
C -2.66475 -4.45654 -1.26807 -0.09
C 1.10914 6.66827 0.09300 -1.35
C -2.03486 -6.06556 0.41889 -0.63
C 4.70245 -1.00824 -2.41824 -0.75
C -0.82246 -5.40512 0.58859 -0.69
C -2.41275 -2.13754 -4.49482 -0.73
C -4.74599 -1.55156 -4.63215 -0.48
C -0.53654 -4.28174 -0.17473 0.07
H 1.41049 5.66498 -0.17490 0.45
H -5.63887 -1.37058 -5.22295 0.37
H 3.68474 0.51724 -1.29510 0.42
H 0.68390 5.77985 3.40517 0.44
H 3.51110 -2.77913 1.76453 0.52
H -1.47849 -2.41889 -4.96676 0.25
H -3.52114 -2.01108 -6.33416 0.39
H -2.26420 -6.94760 1.00984 0.37
H -0.59371 -1.53556 1.81470 0.57
H -3.38429 -4.11320 -1.99766 0.36
H -1.71463 1.66349 3.20608 0.32
H 4.22625 -4.34784 -2.03703 0.38
H 2.03671 6.71879 2.84234 0.45
H 5.29217 -0.29946 -2.98935 0.40
H -3.89448 -6.10945 -0.65751 0.39
H 0.77070 -4.53368 4.56239 0.39
H -0.09518 -5.76434 1.31207 0.45
H -0.25710 0.61432 3.33607 0.08
H 0.41345 -3.78831 -0.05891 0.26
H -1.04523 -3.09917 3.67814 0.43
H -0.45865 8.56720 1.06000 0.43
H 3.04842 -4.38489 3.59335 0.42
H 2.60919 -3.53138 -0.38670 0.06
H -0.34654 2.13495 4.27636 0.36
H -5.71128 -1.11524 -2.75603 0.38
H -1.37511 7.73207 3.08385 0.36
H 5.57985 -2.73824 -3.35002 0.36
H -0.33213 6.57741 -1.21376 0.35
H -1.32986 5.65010 2.32583 0.53
H -3.67753 -1.49588 -1.41780 0.41
H -1.69770 6.62641 0.91780 0.47
H 1.06564 8.61655 1.94635 0.47
H 2.01458 7.27053 0.18942 0.53
```

The calculation puts the LUMO energy at 2.22 eV. For the relative energy (zero: lowest compared OMol25 entry of this formula, charge and spin), the calculation gives 0.207 eV. As for the charge: -1.


ORCA calculation (ωB97M-V/def2-TZVPD) on a molecular structure, C32H33N7O8PSTi.

XYZ file:
```
83
Properties=species:S:1:pos:R:3:lowdin_spin:R:1
Ti -0.07385 0.15063 0.61082 1.42
S -1.56873 -1.84774 1.15980 0.03
P -3.50693 0.50870 -1.61609 0.01
O 1.35707 1.66188 0.11546 0.02
O -1.35359 2.07117 0.83720 0.17
O -0.30572 0.26166 -1.48634 0.02
O 3.14421 3.45104 -1.55231 0.00
O 2.55222 2.78345 -4.35946 0.00
O 4.43110 0.08627 1.27982 0.00
O 1.21278 -1.41286 0.41579 0.07
O 0.35127 0.83003 -4.39818 0.01
N 3.84838 0.96791 3.28787 0.00
N 0.26503 0.37099 2.89472 0.01
N 0.81358 -2.72272 0.37822 0.23
N 1.90678 -2.53452 2.88392 0.00
N 1.02599 -3.76658 4.61861 0.01
N 4.92428 -1.11902 3.14972 0.00
N 0.44338 -1.54518 4.44668 0.00
C -0.49237 -4.39925 1.41839 0.13
C -2.11773 1.20395 1.01675 0.27
C 0.88487 1.28964 -3.39801 0.00
C -2.12495 -1.33570 -4.94590 0.00
C 1.10767 -2.57760 3.94640 0.01
C 4.70010 -1.39458 4.55146 0.00
C 1.82287 -3.63981 0.11326 0.16
C 3.56504 0.78116 4.69391 0.00
C -2.48144 -1.00967 -3.65008 0.00
C -4.92774 -0.59630 -1.22485 0.00
C -3.55451 0.98370 -4.43961 0.00
C 1.72949 -4.91588 0.59669 0.04
C 2.01022 2.30389 -3.38457 0.00
C 4.62069 -0.09901 5.33171 0.00
C 0.34759 -0.52600 3.62527 0.01
C -2.47525 -0.49755 -5.99638 0.00
C -4.45862 2.09195 -1.68909 0.00
C 3.21698 2.11614 2.65310 0.00
C -0.37617 -3.10073 0.97483 0.08
C 2.32977 2.62673 -1.93835 0.00
C -5.30020 -0.67811 0.11786 0.00
C -5.61293 -1.37512 -2.15520 0.00
C 1.44930 1.76594 -1.15244 0.00
C 0.59477 -5.32476 1.32244 0.23
C 0.59363 1.02172 -1.99533 0.01
C -7.03595 -2.25354 -0.42287 0.00
C -3.22108 0.14433 -3.38246 0.00
C -6.65853 -2.19821 -1.75741 0.00
C -3.18314 0.66471 -5.74057 0.00
C 5.32490 -2.24833 2.34462 0.00
C -6.35182 -1.49041 0.51427 0.00
C 4.37946 -0.01734 2.49218 0.00
H 0.20861 -3.81168 5.20619 0.00
H -3.78132 2.90930 -1.94272 0.00
H 0.48831 -6.34813 1.65773 0.02
H -7.84689 -2.90181 -0.11164 0.00
H -7.17675 -2.80199 -2.49377 0.00
H -3.42973 1.34090 -6.55092 0.00
H -4.84378 2.27590 -0.68515 0.00
H -5.29482 2.07026 -2.39149 0.00
H 3.55021 1.76794 5.16461 0.00
H 5.37468 -1.93377 1.30649 0.00
H 2.14545 -3.41591 2.44344 0.00
H 2.14613 2.12399 2.86143 0.00
H -4.73062 -0.12326 0.85608 0.00
H -2.14507 -1.62375 -2.82178 0.00
H 3.33821 2.05970 1.57690 0.00
H 1.82075 -1.76068 2.20958 0.00
H 1.13572 -4.57233 4.01134 0.01
H -1.43771 -4.68920 1.85837 0.00
H -1.52622 -2.21831 -5.13126 0.00
H 2.56925 0.34185 4.84191 0.00
H -2.15881 -0.73010 -7.00591 0.00
H -4.09719 1.90316 -4.25804 0.00
H -5.32179 -1.34081 -3.19808 0.00
H 5.58854 0.40821 5.29472 0.00
H 2.53819 -5.60778 0.38759 0.00
H 3.77978 -1.97824 4.69453 0.00
H 3.66926 3.03808 3.03319 0.00
H 6.30670 -2.60966 2.66840 0.00
H 5.53049 -2.01176 4.91084 0.00
H 4.37296 -0.29925 6.37605 0.00
H 4.60866 -3.07457 2.42760 0.00
H -6.61912 -1.54891 1.56266 0.00
H 2.65084 -3.24363 -0.45466 0.02
```

The calculation puts the LUMO energy (spin up / spin down) at 4.23 / 4.23 eV. Its spin multiplicity is 4. For the relative energy (zero: lowest compared OMol25 entry of this formula, charge and spin), the calculation gives 0.761 eV. As for the charge: -2. As for the expectation value of S²: 3.772.